{
  "formula": "C5H5NO",
  "method": "the ωB97M-V functional and the def2-TZVPD basis",
  "species": ["O", "C", "C", "C", "C", "C", "N", "H", "H", "H", "H", "H"],
  "xyz": [[-2.238, -0.908, -0.673], [-1.554, 0.337, -0.343], [-0.309, 0.211, 0.114], [0.467, -0.955, 0.257], [1.860, -0.481, 0.185], [1.621, 1.111, 0.234], [0.385, 1.522, 0.275], [-3.213, -0.937, -1.133], [-2.069, 1.191, 0.107], [-0.028, -2.015, 0.026], [2.763, -1.053, 0.383], [2.315, 1.977, 0.568]],
  "spin_multiplicity": 1,
  "smiles": "O/C=C1\\C=CC=N1",
  "lumo_ev": -0.4,
  "gap_ev": 8.4,
  "max_force_ha_per_bohr": 0.10546
}